C22H51F2Hg3N4O18S2 as an isolated structure at a distorted geometry, computed with the ωB97M-V functional and the def2-TZVPD basis.

```
! wB97M-V def2-TZVPD RIJCOSX def2/J DEFGRID3
* xyz 1 1
Hg -18.21 14.84 7.10
Hg -18.26 12.46 10.29
Hg -21.33 14.50 9.09
N -22.56 15.89 8.09
S -24.07 15.40 7.47
O -24.29 15.81 6.13
O -25.13 15.37 8.40
F -23.59 13.89 7.27
S -22.60 17.43 7.78
O -23.52 18.20 8.54
O -22.34 17.80 6.44
F -21.22 17.71 8.53
C -19.69 12.38 7.86
O -18.39 12.48 7.92
O -20.30 12.24 8.99
O -20.16 13.44 7.26
C -18.66 15.26 9.96
O -19.39 14.51 10.76
O -19.30 15.81 8.98
O -17.62 14.58 9.58
C -15.22 17.64 10.43
C -14.36 18.33 11.44
O -12.98 18.00 11.23
O -15.27 16.24 10.82
H -14.73 17.80 9.47
H -16.28 17.88 10.41
H -14.54 17.88 12.42
H -14.50 19.42 11.41
H -12.47 18.36 11.96
H -15.96 15.80 10.31
C -23.93 23.30 15.47
O -24.41 23.24 14.14
C -23.54 22.62 13.21
C -23.36 21.14 13.44
N -22.47 20.67 12.36
C -21.85 19.40 12.56
C -20.90 18.99 11.47
O -19.70 19.72 11.60
C -18.77 19.26 10.66
H -23.20 22.54 15.75
H -24.75 23.24 16.19
H -23.42 24.27 15.56
H -22.60 23.18 13.22
H -24.02 22.78 12.24
H -24.30 20.60 13.43
H -22.74 20.95 14.33
H -21.87 21.43 12.06
H -22.58 18.59 12.71
H -21.35 19.33 13.55
H -21.39 19.06 10.50
H -20.75 17.90 11.54
H -17.81 19.65 11.02
H -18.89 19.53 9.61
H -18.64 18.16 10.72
C -16.90 9.35 9.58
O -17.73 10.18 10.37
C -18.95 9.54 10.80
C -19.39 10.15 12.10
N -19.60 11.62 12.06
C -19.42 12.29 13.35
C -17.97 12.76 13.53
O -17.06 11.68 13.44
C -16.36 11.44 14.68
H -16.52 8.52 10.18
H -16.04 9.94 9.26
H -17.41 8.94 8.70
H -18.68 8.49 10.90
H -19.75 9.59 10.05
H -18.68 9.89 12.88
H -20.33 9.67 12.40
H -20.56 11.73 11.78
H -19.63 11.68 14.23
H -20.01 13.21 13.35
H -17.82 13.30 14.47
H -17.83 13.55 12.78
H -15.83 10.52 14.42
H -17.06 11.18 15.48
H -15.67 12.24 14.91
C -15.25 20.55 7.94
O -15.90 19.28 8.00
C -17.12 19.32 7.25
C -17.74 17.94 7.33
N -17.07 16.89 6.52
C -15.73 16.59 7.03
C -15.08 15.39 6.41
O -15.95 14.31 6.76
C -15.47 13.03 6.31
H -14.37 20.54 8.57
H -15.97 21.30 8.28
H -14.99 20.80 6.91
H -16.93 19.77 6.27
H -17.76 20.04 7.78
H -18.80 18.05 7.11
H -17.73 17.61 8.36
H -17.14 17.16 5.54
H -15.87 16.33 8.08
H -15.02 17.41 6.90
H -14.10 15.13 6.81
H -14.90 15.51 5.33
H -14.56 12.75 6.85
H -15.23 13.09 5.25
H -16.21 12.30 6.62
*
```

Summary:
Energy relative to the best compared isomer or geometry (same formula, charge and spin): 2.186 eV
LUMO: -5.13 eV
HOMO: -0.36088 Ha



One molecule with the formula H3N2OP at a distorted geometry, computed with the ωB97M-V functional and the def2-TZVPD basis.

```
! wB97M-V def2-TZVPD RIJCOSX def2/J DEFGRID3
* xyz 0 3
N -0.14 0.08 0.31
N -0.10 1.59 -0.09
O 0.15 -2.35 0.01
P 0.13 -1.00 -0.84
H -0.23 2.25 0.59
H 0.54 1.86 -0.79
H -0.36 -2.43 0.81
*
```

Summary:
Expectation value of S²: 2.01
Energy relative to the best compared isomer or geometry (same formula, charge and spin): 0.968 eV
LUMO (alpha / beta): 0.81 / -2.08 eV
HOMO (alpha / beta): -0.22311 / -0.35044 Ha



One molecule with the formula C7H14, computed with the ωB97M-V functional and the def2-TZVPD basis.

```
! wB97M-V def2-TZVPD RIJCOSX def2/J DEFGRID3
* xyz 0 1
C 1.66 0.39 0.68
C 0.23 0.54 0.14
C 0.28 1.01 -1.31
C -0.56 1.53 1.00
C -0.48 -0.79 0.34
C -0.13 -2.08 -0.34
C -1.49 -1.45 -0.56
H 1.65 -0.02 1.70
H 2.24 -0.30 0.05
H 2.18 1.35 0.70
H 0.84 1.95 -1.38
H 0.79 0.27 -1.95
H -0.72 1.18 -1.72
H -0.57 1.17 2.04
H -0.14 2.54 0.99
H -1.60 1.57 0.66
H -0.67 -0.95 1.40
H 0.56 -2.12 -1.18
H -0.02 -2.87 0.38
H -2.37 -1.91 -0.11
H -1.68 -0.99 -1.53
*
```

Summary:
Energy relative to the best compared isomer or geometry (same formula, charge and spin): 0.846 eV
SMILES: CC(C)(C)C1CC1
LUMO: 0.97 eV
HOMO: -0.37037 Ha



One molecule with the formula C6H9NS at a distorted geometry, computed with the ωB97M-V functional and the def2-TZVPD basis.

```
! wB97M-V def2-TZVPD RIJCOSX def2/J DEFGRID3
* xyz 0 1
C -1.15 -1.98 1.07
C -0.95 -0.90 0.22
C 0.17 0.10 0.10
C 0.79 0.42 1.30
N 1.86 1.24 1.53
C 0.29 0.79 -1.16
C -0.67 0.33 -2.21
S 1.63 1.64 -1.58
H -2.05 -2.56 0.97
H -0.42 -2.21 2.05
H -1.71 -0.75 -0.55
H 0.38 -0.08 2.22
H 2.35 1.64 0.68
H 2.18 1.26 2.59
H -0.70 -0.75 -2.29
H -1.66 0.76 -1.86
H -0.34 1.05 -3.08
*
```

Summary:
Energy relative to the best compared isomer or geometry (same formula, charge and spin): 2.451 eV
SMILES: C=C/C(=C/N)C(C)=S
LUMO: -0.04 eV
HOMO: -0.28909 Ha



C28H33N6O3SZn as an isolated structure, computed with the ωB97M-V functional and the def2-TZVPD basis.

```
! wB97M-V def2-TZVPD RIJCOSX def2/J DEFGRID3
* xyz 1 1
Zn 0.42 1.61 0.13
O 3.00 4.80 0.16
C 2.47 3.69 0.10
N 1.18 3.37 0.00
C 0.16 4.29 -0.41
C 0.40 5.60 -0.80
C -0.65 6.39 -1.27
C -1.94 5.88 -1.34
C -2.19 4.57 -0.94
C -1.15 3.78 -0.48
N -1.33 2.44 -0.02
C -2.19 2.21 0.98
O -3.17 2.84 1.34
C -1.72 1.10 1.92
C -2.55 0.68 2.95
C -2.03 -0.08 3.98
C -0.67 -0.37 3.98
C 0.09 0.06 2.92
N -0.42 0.74 1.89
C 3.42 2.50 0.02
C 4.76 2.74 0.29
C 5.69 1.77 0.00
C 5.25 0.58 -0.58
C 3.89 0.41 -0.76
N 2.97 1.33 -0.43
H 1.39 6.01 -0.73
H -0.46 7.41 -1.57
H -2.75 6.50 -1.70
H -3.18 4.15 -0.98
H -3.58 1.01 2.93
H -2.66 -0.40 4.80
H -0.21 -0.90 4.80
H 1.16 -0.13 2.89
H 5.04 3.72 0.66
H 6.74 1.93 0.19
H 5.95 -0.19 -0.89
H 3.53 -0.49 -1.23
C 1.20 -3.72 -1.36
C 1.10 -2.18 -1.25
N 0.91 -1.77 0.14
C -0.25 -2.48 0.69
C 0.04 -3.99 0.80
N 1.32 -4.25 0.05
C 2.47 -3.59 0.75
C 2.09 -2.10 0.94
H 2.08 -4.06 -1.91
H 0.32 -4.18 -1.79
H 0.26 -1.83 -1.85
H 2.00 -1.71 -1.64
H -1.10 -2.30 0.04
H -0.50 -2.07 1.67
H -0.73 -4.61 0.35
H 0.21 -4.32 1.82
H 1.49 -5.26 0.01
H 3.35 -3.73 0.13
H 2.62 -4.11 1.69
H 2.92 -1.47 0.64
H 1.87 -1.90 1.98
O -4.12 0.49 -0.73
S -3.02 -0.52 -0.79
C -3.79 -2.14 -0.45
C -3.48 -3.07 -1.63
C -3.59 -2.18 -2.87
C -2.76 -0.95 -2.55
H -4.86 -1.90 -0.41
H -3.48 -2.50 0.52
H -4.15 -3.93 -1.65
H -2.46 -3.46 -1.55
H -4.64 -1.89 -3.00
H -3.27 -2.68 -3.78
H -3.04 -0.05 -3.10
H -1.69 -1.13 -2.69
*
```

Summary:
Energy relative to the best compared isomer or geometry (same formula, charge and spin): 1.204 eV
LUMO: -3.40 eV
HOMO: -0.33309 Ha



One molecule with the formula C2H2N2Si at a distorted geometry, computed with the ωB97M-V functional and the def2-TZVPD basis.

```
! wB97M-V def2-TZVPD RIJCOSX def2/J DEFGRID3
* xyz 0 1
N 0.60 2.49 -0.61
C 0.37 1.47 -0.08
Si -0.32 -0.10 0.67
C -0.03 -1.28 -0.82
N 0.45 -1.94 -1.63
H -1.79 -0.15 0.78
H 0.73 -0.50 1.68
*
```

Summary:
Energy relative to the best compared isomer or geometry (same formula, charge and spin): 0.000 eV
SMILES: N#C[SiH2]C#N
LUMO: -0.09 eV
HOMO: -0.45665 Ha



One molecule with the formula C4H4F2N2O at a distorted geometry, computed with the ωB97M-V functional and the def2-TZVPD basis.

```
! wB97M-V def2-TZVPD RIJCOSX def2/J DEFGRID3
* xyz 0 1
O -2.19 -1.71 -0.50
C -1.39 -0.89 -0.22
C -1.67 0.55 -0.10
C -0.67 1.23 0.40
N 0.62 -0.04 0.63
C 1.70 0.26 -0.19
F 1.77 -0.47 -1.41
F 2.89 -0.11 0.43
N -0.16 -1.15 0.29
H -2.65 0.94 -0.54
H -0.39 2.18 0.86
H 2.03 1.31 -0.35
H 0.11 -2.11 0.68
*
```

Summary:
Energy relative to the best compared isomer or geometry (same formula, charge and spin): 2.501 eV
SMILES: O=c1ccn(C(F)F)[nH]1
LUMO: 0.21 eV
HOMO: -0.35965 Ha



A 2-piece molecular cluster, C5H12Br3NSi overall at a distorted geometry, computed with the ωB97M-V functional and the def2-TZVPD basis.

```
! wB97M-V def2-TZVPD RIJCOSX def2/J DEFGRID3
* xyz 0 3
C -1.07 1.69 -1.49
C 1.00 -1.42 1.77
C -1.45 -0.83 2.25
C -1.15 0.51 -0.45
C -0.15 -0.34 1.66
N -0.04 0.31 0.43
Si 2.32 0.50 -2.84
Br 4.62 0.62 -2.79
Br 1.73 1.64 -4.69
Br 1.79 -1.60 -3.02
H -0.03 2.00 -1.93
H -1.89 1.59 -2.20
H -1.23 2.56 -0.94
H 1.99 -0.91 1.73
H 1.00 -1.80 2.70
H 0.97 -2.18 1.11
H -1.66 -1.91 2.11
H -2.32 -0.42 1.77
H -1.56 -0.65 3.26
H -2.03 0.64 0.23
H -1.20 -0.48 -0.89
H 0.38 0.45 2.21
*
```

Summary:
Expectation value of S²: 2.01
Energy relative to the best compared isomer or geometry (same formula, charge and spin): 0.000 eV
LUMO (alpha / beta): 0.55 / -2.16 eV
HOMO (alpha / beta): -0.30918 / -0.33668 Ha



Here are the calculated total energy numbers, same order: -3897.99845, -527.75284, -275.08515, -686.87274, -3818.31278, -476.38276, -539.20362, -8263.97078 (a.u.).